1.
ORCA calculation (the ωB97M-V functional and the def2-TZVPD basis) on a structure of composition C24H32IrN2O4PS at a distorted geometry.

CARTESIAN COORDINATES (ANGSTROEM)
Ir (-1.235, 0.662, -0.270)
N (-0.688, 2.542, 0.302)
C (-0.970, 3.636, -0.692)
C (-2.344, 3.412, -1.279)
N (-2.354, 2.029, -1.778)
H (-1.222, 2.774, 1.130)
H (0.290, 2.560, 0.584)
H (-0.209, 3.609, -1.467)
H (-0.914, 4.609, -0.207)
H (-2.549, 4.150, -2.053)
H (-3.116, 3.514, -0.516)
H (-1.732, 1.921, -2.576)
H (-3.269, 1.717, -2.096)
O (-2.154, -1.373, -3.431)
S (-1.340, -1.182, -2.293)
O (-0.525, 0.105, -2.268)
O (-2.033, -1.069, -0.955)
C (-0.170, -2.416, -2.034)
C (-0.238, -3.626, -2.695)
C (0.737, -4.577, -2.416)
C (1.720, -4.311, -1.479)
C (1.763, -3.091, -0.802)
C (0.821, -2.116, -1.076)
P (0.898, -0.477, -0.269)
C (2.161, 0.478, -1.115)
C (1.998, 1.826, -1.402)
C (3.047, 2.575, -1.915)
C (4.270, 1.964, -2.152)
C (4.430, 0.609, -1.898)
C (3.382, -0.137, -1.382)
C (1.628, -0.770, 1.360)
C (1.397, -1.940, 2.086)
C (1.972, -2.109, 3.337)
C (2.774, -1.114, 3.880)
C (3.018, 0.048, 3.165)
C (2.448, 0.222, 1.911)
H (-1.025, -3.812, -3.417)
H (0.727, -5.527, -2.936)
H (2.473, -5.059, -1.265)
H (2.529, -2.921, -0.056)
H (1.034, 2.276, -1.255)
H (2.914, 3.627, -2.139)
H (5.095, 2.540, -2.551)
H (5.377, 0.126, -2.106)
H (3.526, -1.193, -1.194)
H (0.795, -2.733, 1.669)
H (1.802, -3.027, 3.886)
H (3.211, -1.246, 4.862)
H (3.664, 0.813, 3.575)
H (2.659, 1.128, 1.354)
C (-1.856, -1.977, 2.034)
C (-2.852, -0.876, 1.861)
O (-2.203, 0.434, 1.599)
C (-3.169, 1.473, 1.986)
C (-4.388, 1.542, 1.093)
H (-2.380, -2.854, 2.419)
H (-1.103, -1.682, 2.761)
H (-1.379, -2.254, 1.100)
H (-3.391, -0.732, 2.795)
H (-3.568, -1.067, 1.066)
H (-2.624, 2.406, 2.013)
H (-3.451, 1.247, 3.010)
H (-4.112, 1.444, 0.042)
H (-4.897, 2.497, 1.234)
H (-5.102, 0.751, 1.318)

Properties
HOMO energy: -14.51 eV
Strongest force on any atom: 3.15 eV/A
LUMO energy: -0.2490 Eh
Total charge: +2
Gap between HOMO and LUMO: 7.73 eV
Energy relative to the best compared isomer or geometry (same formula, charge and spin): 45.3 kJ/mol

***

2.
ORCA calculation (the ωB97M-V functional and the def2-TZVPD basis) on a cluster of 2 separate species, C29H45Si in total.

CARTESIAN COORDINATES (ANGSTROEM)
C (0.841, 4.871, 0.334)
C (-0.216, 4.153, 1.161)
C (-0.012, 2.636, 1.212)
C (-1.062, 1.917, 2.043)
Si (-0.800, 0.054, 2.153)
C (0.913, -0.340, 2.823)
C (1.202, -1.827, 2.918)
C (2.571, -2.132, 3.529)
C (2.868, -3.621, 3.610)
C (-2.133, -0.781, 3.196)
C (-2.152, -0.281, 4.650)
C (-3.437, 0.464, 5.026)
C (-3.405, 1.033, 6.437)
H (-0.868, -0.489, 0.798)
H (0.677, 5.951, 0.310)
H (1.843, 4.702, 0.737)
H (0.844, 4.517, -0.699)
H (-0.223, 4.548, 2.186)
H (-1.216, 4.369, 0.762)
H (-0.008, 2.227, 0.193)
H (0.986, 2.415, 1.612)
H (-1.071, 2.293, 3.069)
H (-2.064, 2.081, 1.641)
H (1.643, 0.161, 2.183)
H (0.980, 0.135, 3.804)
H (0.418, -2.315, 3.512)
H (1.130, -2.279, 1.920)
H (3.349, -1.623, 2.943)
H (2.625, -1.681, 4.530)
H (3.850, -3.818, 4.048)
H (2.126, -4.141, 4.222)
H (2.851, -4.083, 2.620)
H (-3.086, -0.591, 2.697)
H (-1.955, -1.858, 3.131)
H (-1.989, -1.112, 5.350)
H (-1.294, 0.385, 4.807)
H (-3.608, 1.270, 4.300)
H (-4.294, -0.213, 4.911)
H (-4.344, 1.527, 6.700)
H (-3.229, 0.250, 7.177)
H (-2.607, 1.770, 6.549)
C (2.772, -6.221, -1.850)
C (1.934, -4.991, -1.924)
C (0.911, -4.762, -1.009)
C (0.128, -3.632, -1.083)
C (0.343, -2.669, -2.083)
C (-0.467, -1.494, -2.168)
C (-0.239, -0.475, -3.070)
C (-1.008, 0.662, -3.209)
C (-0.765, 1.672, -4.193)
C (-1.540, 2.843, -4.241)
C (-1.314, 3.804, -5.202)
C (-0.318, 3.647, -6.160)
C (-0.093, 4.679, -7.210)
C (0.457, 2.494, -6.119)
C (0.243, 1.532, -5.164)
C (1.380, -2.915, -2.999)
C (2.152, -4.047, -2.919)
H (3.526, -6.235, -2.641)
H (3.293, -6.277, -0.892)
H (2.158, -7.116, -1.961)
H (0.735, -5.490, -0.237)
H (-0.659, -3.476, -0.366)
H (-1.305, -1.406, -1.501)
H (0.621, -0.566, -3.704)
H (-1.846, 0.790, -2.547)
H (-2.318, 2.988, -3.512)
H (-1.916, 4.696, -5.225)
H (0.725, 4.397, -7.874)
H (-0.987, 4.810, -7.820)
H (0.159, 5.641, -6.761)
H (1.234, 2.352, -6.851)
H (0.855, 0.649, -5.175)
H (1.572, -2.222, -3.795)
H (2.935, -4.209, -3.640)

Properties
HOMO energy: -11.77 eV
Strongest force on any atom: 0.78 eV/A
LUMO energy: -0.1980 Eh
Total charge: +1
Gap between HOMO and LUMO: 6.39 eV
Energy relative to the best compared isomer or geometry (same formula, charge and spin): 0.0 kJ/mol